{
  "formula": "C36H40AsBrGeNPS4Tc",
  "method": "the ωB97M-V functional and the def2-TZVPD basis",
  "e_homo_ev": [-7.9, -8.0],
  "s_squared": 3.783,
  "lumo_ha": [-0.012, -0.040],
  "multiplicity": 4,
  "elements": ["Tc", "Br", "As", "Ge", "S", "S", "S", "S", "P", "N", "C", "C", "C", "C", "C", "C", "C", "C", "C", "C", "C", "C", "C", "C", "C", "C", "C", "C", "C", "C", "C", "C", "C", "C", "C", "C", "C", "C", "C", "C", "C", "C", "C", "C", "C", "C", "H", "H", "H", "H", "H", "H", "H", "H", "H", "H", "H", "H", "H", "H", "H", "H", "H", "H", "H", "H", "H", "H", "H", "H", "H", "H", "H", "H", "H", "H", "H", "H", "H", "H", "H", "H", "H", "H", "H", "H"],
  "positions_angstrom": [[0.51, -1.72, -1.07], [-0.57, -2.63, -3.38], [3.38, -1.74, -0.70], [2.22, 1.64, -0.23], [1.74, -0.46, 0.57], [2.48, -1.01, -2.52], [5.31, -1.36, -0.15], [2.23, -3.51, -0.38], [-1.14, -2.89, 1.54], [-0.77, -2.52, 0.06], [-0.70, -5.06, 3.26], [-1.40, 0.04, -2.81], [-5.05, -2.06, 0.86], [2.29, 3.09, -2.71], [-1.95, 1.92, -0.84], [3.40, 4.59, 0.93], [-5.65, -2.31, 2.08], [-0.13, -6.79, 1.16], [-2.39, 2.16, -2.11], [-0.44, -5.47, 0.89], [1.63, -1.32, 4.07], [-0.84, -0.15, -1.52], [-0.73, -4.60, 1.94], [1.63, 3.60, -3.98], [-0.20, 0.24, 3.95], [-2.14, 1.21, -3.13], [-3.53, -2.92, 3.02], [-0.39, -6.39, 3.51], [-1.31, -0.92, -3.84], [-2.44, 0.46, -5.42], [-1.17, 0.78, -0.55], [0.93, -2.21, 3.26], [-3.68, -2.24, 0.71], [-4.89, -2.74, 3.16], [1.07, -0.10, 4.41], [-0.90, -0.64, 3.14], [-2.92, -2.68, 1.79], [-2.62, 1.41, -4.45], [1.34, 2.24, -1.87], [-0.10, -7.25, 2.46], [1.67, 2.74, 1.29], [-1.79, -0.75, -5.10], [2.57, 4.43, -4.84], [1.93, 4.24, 1.08], [-0.34, -1.87, 2.79], [3.62, 6.09, 0.79], [4.68, 6.34, 0.68], [-2.94, -3.25, 3.87], [2.08, 4.78, -5.75], [-5.36, -2.93, 4.12], [-2.17, 2.62, -0.04], [2.66, 3.95, -2.13], [2.62, -1.58, 4.42], [3.82, 4.08, 0.06], [3.10, 6.48, -0.08], [1.62, 0.59, 5.03], [3.74, 1.55, -0.41], [-0.45, -5.09, -0.12], [2.93, 5.30, -4.30], [-1.88, -0.37, 2.77], [-1.69, -1.53, -5.84], [-2.96, 3.05, -2.35], [1.50, 4.80, 1.92], [-3.19, -2.04, -0.23], [-2.81, 0.62, -6.42], [0.45, 2.81, -1.59], [1.38, -3.15, 2.97], [1.39, 4.58, 0.19], [0.11, -7.46, 0.34], [2.18, 2.38, 2.19], [0.61, 2.56, 1.44], [3.25, 6.63, 1.67], [-0.35, -6.74, 4.54], [0.74, 4.19, -3.72], [-0.63, 1.19, 4.21], [-5.64, -1.72, 0.02], [-6.72, -2.16, 2.20], [3.45, 3.84, -5.14], [3.95, 4.21, 1.80], [3.17, 2.50, -2.97], [-3.15, 2.32, -4.68], [0.15, -8.29, 2.67], [1.01, 1.37, -2.44], [-0.81, 0.65, 0.46], [-0.88, -4.39, 4.08], [1.26, 2.74, -4.55]],
  "mulliken_charge": [-0.9035, -0.0530, 0.2470, 0.1316, -0.2755, -0.2770, -0.3609, -0.3195, 1.3656, -0.2690, -0.2537, 0.8686, -0.7509, -0.7880, -1.5270, -0.1462, -0.4757, -0.7855, -0.9068, -0.4798, -0.7979, 0.4210, 0.5348, -0.2704, -0.6910, 1.3466, -0.2109, -0.7779, 0.4765, -0.6785, 0.7732, -0.2921, -0.2905, -0.7198, -0.4699, -0.5144, 0.0687, -1.0780, 0.1935, -0.4803, -0.5894, -0.6829, -1.4016, -0.8825, 0.2391, -1.4280, 0.3866, 0.2513, 0.4049, 0.4165, 0.4514, 0.2037, 0.4253, 0.2102, 0.3117, 0.4347, 0.0451, 0.4965, 0.3172, 0.4128, 0.4534, 0.3921, 0.5425, 0.2721, 0.4205, 0.3415, 0.4476, 0.2290, 0.4274, 0.5158, 0.1804, 0.3452, 0.4126, 0.3260, 0.4438, 0.4360, 0.3858, 0.3266, 0.3853, 0.3909, 0.4143, 0.3913, -0.0216, 0.3401, 0.3088, 0.2864]
}



{
  "formula": "C36H40AuN3O7STe",
  "method": "the ωB97M-V functional and the def2-TZVPD basis",
  "e_homo_ev": [-4.7, -4.9],
  "e_above_lowest_kcal_mol": 48.1,
  "s_squared": 0.756,
  "lumo_ha": [0.075, 0.072],
  "multiplicity": 2,
  "total_charge": -1,
  "elements": ["Au", "Te", "S", "O", "O", "O", "O", "O", "O", "O", "N", "N", "N", "C", "C", "C", "C", "C", "C", "C", "C", "C", "C", "C", "C", "C", "C", "C", "C", "C", "C", "C", "C", "C", "C", "C", "C", "C", "C", "C", "C", "C", "C", "C", "C", "C", "C", "C", "C", "H", "H", "H", "H", "H", "H", "H", "H", "H", "H", "H", "H", "H", "H", "H", "H", "H", "H", "H", "H", "H", "H", "H", "H", "H", "H", "H", "H", "H", "H", "H", "H", "H", "H", "H", "H", "H", "H", "H", "H"],
  "positions_angstrom": [[0.83, -2.36, -0.27], [-0.77, -0.10, -2.02], [2.51, 1.32, 2.18], [3.83, -5.17, -0.74], [1.88, -4.13, -0.86], [3.75, 1.69, 1.51], [1.70, 2.41, 2.69], [-3.42, -0.46, 1.38], [-2.22, -0.21, -0.75], [-1.33, -2.23, -0.58], [2.96, -2.00, 0.45], [1.74, 0.32, 1.22], [-0.17, -0.53, 0.23], [-2.01, -1.86, 5.01], [-0.59, 4.51, -0.39], [-1.89, 0.17, -3.86], [-3.58, 0.73, -7.76], [-1.78, 3.99, -0.87], [-3.74, -1.40, -3.22], [-3.61, -0.29, -5.47], [-2.48, -1.40, 3.81], [4.26, -1.62, 4.32], [-0.71, -2.59, 2.66], [-0.55, 5.85, 0.29], [-0.26, -3.05, 3.87], [0.57, 3.77, -0.56], [-3.16, 2.28, -2.01], [-0.88, -2.68, 5.06], [-1.52, -1.08, 0.11], [3.36, -1.83, 5.36], [0.55, 2.51, -1.15], [0.17, 1.46, -4.54], [2.07, 0.05, 4.57], [-2.98, 0.51, -6.41], [2.95, 0.21, 3.52], [-3.07, -0.49, -4.20], [-1.83, -1.72, 2.59], [-1.75, 1.07, -6.09], [-1.84, 2.74, -1.47], [-2.35, -1.12, 1.42], [3.82, -2.79, -0.41], [3.14, -4.17, -0.68], [-0.67, 1.99, -1.59], [1.84, 1.78, -1.36], [0.34, 0.26, 1.30], [4.05, -0.61, 3.40], [2.27, -0.97, 5.49], [3.54, -2.98, 6.31], [-1.19, 0.89, -4.83], [-0.14, 5.74, 1.29], [1.51, 4.16, -0.21], [1.67, 0.72, -1.59], [0.03, -0.19, 2.26], [0.72, 0.80, -3.87], [0.07, 6.55, -0.26], [2.40, 2.24, -2.18], [3.91, -2.30, -1.38], [-2.51, -1.57, 5.92], [-4.51, 1.29, -7.67], [-3.03, -1.77, -2.49], [-1.55, 6.27, 0.37], [4.73, -0.45, 2.58], [-4.53, -0.88, -2.68], [4.82, -2.96, 0.00], [1.56, -1.11, 6.29], [-3.32, 1.23, -1.76], [-3.19, 2.41, -3.09], [-3.97, 2.86, -1.57], [-4.54, -0.78, -5.73], [3.69, -3.89, 5.75], [0.73, 1.58, -5.46], [-0.23, -2.91, 1.74], [0.59, -3.72, 3.89], [5.12, -2.27, 4.23], [2.66, -3.09, 6.94], [-1.21, 1.65, -6.82], [-3.80, -0.22, -8.25], [-4.19, -2.24, -3.74], [-3.35, -0.76, 3.75], [-2.90, 1.30, -8.40], [3.10, -0.98, 0.46], [2.98, -2.32, 1.41], [0.08, 2.43, -4.06], [-2.69, 4.56, -0.77], [1.23, 0.72, 4.65], [2.45, 1.83, -0.45], [-0.49, -3.03, 6.01], [-0.10, 1.29, 1.29], [4.40, -2.82, 6.95]],
  "mulliken_charge": [0.6468, 0.7336, 1.6068, -0.7229, -0.7145, -0.8374, -0.8227, -0.7211, -1.2875, -0.9594, -0.3154, -0.2105, 0.2252, -0.6667, 0.6330, 0.0474, -1.6086, -1.0575, -1.7166, -0.8324, -0.6897, -0.6551, 0.2125, -1.6068, -0.6561, -0.8101, -1.5179, -0.3511, 2.5171, 1.0440, 0.7935, -1.9089, -0.5203, 0.9410, -0.1186, 1.3130, 0.0807, -0.9257, 0.9241, -0.3499, -0.5644, 0.6776, 1.0608, -1.3680, -1.5288, -0.7765, -0.5728, -1.6595, 0.6043, 0.3193, 0.4024, -0.0375, 0.5789, 0.1923, 0.3380, 0.4415, 0.2995, 0.3875, 0.3163, 0.1103, 0.3637, 0.5289, 0.2892, 0.2874, 0.3438, -0.0082, 0.3070, 0.4605, 0.4521, 0.3705, 0.5438, 0.5062, 0.4574, 0.4165, 0.3338, 0.3477, 0.3672, 0.5284, 0.4784, 0.3483, 0.1817, 0.2009, 0.3118, 0.3461, 0.4396, 0.3095, 0.4670, 0.2765, 0.3880]
}